No. 1
C25H57AuN11O | the ωB97M-V functional and the def2-TZVPD basis

- ΔE to the lowest compared entry with this formula, charge and spin: 0.0 kJ/mol
- LUMO (spin up / spin down): -0.2418 / -0.3892 Eh
- E_HOMO (spin up / spin down): -15.75 / -15.76 eV
- Multiplicity: 3
- Net charge: +3
- Expectation value of S²: 2.0211
- Kohn-Sham gap (spin up / spin down): 9.174 / 5.169 eV

Last column: Mulliken spin population.
Geometry (Å):
Au: 0.28 -0.62 -0.10  0.5782
C: 3.14 2.46 2.28  -0.0007
N: 3.26 1.04 2.55  0.0017
C: 4.40 0.67 3.39  0.0009
C: 2.40 0.13 2.04  -0.0280
N: 1.85 0.28 0.84  0.0809
C: 2.62 0.86 -0.27  0.0016
C: 1.74 1.83 -1.06  -0.0142
N: 0.40 1.25 -1.38  0.2999
C: -0.65 2.29 -1.30  0.0024
C: -0.94 2.83 0.11  -0.0243
N: -2.33 2.62 0.47  0.1784
C: -2.94 3.53 1.12  -0.0002
N: -2.56 4.69 1.69  0.0020
C: -1.36 4.78 2.52  -0.0055
C: -3.49 5.81 1.79  -0.0023
N: -4.36 3.22 1.29  0.6936
C: -4.92 3.16 2.62  -0.0217
C: -5.22 3.01 0.15  -0.0242
C: 0.34 0.51 -2.66  -0.0166
C: -0.91 -0.35 -2.75  -0.0077
N: -1.05 -1.19 -1.55  0.0296
C: -1.94 -2.19 -1.56  -0.0160
N: -3.07 -2.10 -2.30  0.0044
C: -3.66 -3.25 -2.98  -0.0003
C: -3.83 -0.86 -2.40  0.0015
N: -1.72 -3.32 -0.88  0.0024
C: -0.38 -3.79 -0.54  0.0449
C: -2.81 -4.10 -0.30  -0.0007
N: 2.09 -0.94 2.80  0.0062
C: 1.65 -2.19 2.21  0.0804
C: 2.03 -0.87 4.26  -0.0006
H: 3.19 3.01 3.22  0.0001
H: 2.18 2.67 1.80  0.0003
H: 3.95 2.84 1.64  0.0001
H: 5.30 1.13 2.98  -0.0001
H: 4.54 -0.41 3.38  0.0001
H: 4.28 1.01 4.41  0.0002
H: 2.94 0.04 -0.91  -0.0034
H: 3.51 1.39 0.06  0.0012
H: 2.23 2.14 -1.98  0.0093
H: 1.56 2.73 -0.47  0.0003
H: -1.58 1.92 -1.73  0.0092
H: -0.30 3.11 -1.93  0.0013
H: -0.69 3.89 0.15  0.0043
H: -0.30 2.30 0.83  0.0156
H: -0.84 3.83 2.55  0.0007
H: -1.64 5.05 3.54  0.0002
H: -0.68 5.55 2.14  0.0024
H: -4.05 5.80 2.73  -0.0005
H: -4.18 5.82 0.95  0.0009
H: -2.92 6.74 1.75  -0.0009
H: -4.29 3.72 3.31  0.0065
H: -4.94 2.11 2.92  0.0467
H: -5.94 3.53 2.62  0.0241
H: -4.62 2.82 -0.73  0.0079
H: -5.81 3.93 0.00  0.0485
H: -5.92 2.20 0.36  0.0296
H: 1.24 -0.12 -2.71  0.0006
H: 0.37 1.21 -3.50  0.0067
H: -0.83 -0.97 -3.64  0.0000
H: -1.78 0.30 -2.91  0.0012
H: -2.95 -4.07 -3.01  0.0002
H: -3.90 -2.96 -4.00  0.0000
H: -4.58 -3.58 -2.49  0.0003
H: -3.45 -0.14 -1.67  -0.0007
H: -4.87 -1.08 -2.16  0.0003
H: -3.79 -0.43 -3.40  0.0002
H: 0.37 -3.31 -1.15  -0.0081
H: -0.35 -4.87 -0.70  0.0014
H: -0.16 -3.61 0.51  -0.0225
H: -3.74 -3.54 -0.34  0.0003
H: -2.57 -4.31 0.74  -0.0004
H: -2.94 -5.05 -0.82  0.0003
H: 2.02 -2.30 1.19  -0.0533
H: 0.55 -2.26 2.22  0.0006
H: 2.03 -3.02 2.80  0.0033
H: 2.08 0.16 4.59  0.0001
H: 2.84 -1.44 4.72  0.0002
H: 1.08 -1.30 4.58  -0.0003
C: 4.98 -4.25 -2.82  0.0001
N: 4.23 -3.55 -1.77  0.0005
C: 4.80 -3.61 -0.43  0.0007
C: 3.15 -2.81 -2.02  0.0029
C: 2.64 -2.74 -3.44  -0.0003
O: 2.55 -2.17 -1.13  0.0150
H: 5.83 -4.74 -2.36  0.0000
H: 5.36 -3.56 -3.58  0.0000
H: 4.38 -5.02 -3.30  0.0000
H: 4.91 -4.65 -0.13  0.0000
H: 4.13 -3.10 0.26  0.0005
H: 5.78 -3.13 -0.41  0.0000
H: 2.95 -3.57 -4.07  -0.0001
H: 3.02 -1.82 -3.90  -0.0001
H: 1.56 -2.68 -3.42  0.0003

No. 2
C52H40I2NOP3Zr | the ωB97M-V functional and the def2-TZVPD basis

- ΔE to the lowest compared entry with this formula, charge and spin: 0.0 kJ/mol
- LUMO: -0.2634 Eh
- E_HOMO: -11.51 eV
- Net charge: +2
- Kohn-Sham gap: 4.343 eV

Last column: Mulliken charge in e.
Geometry (Å):
Zr: 20.07 -8.61 14.09  -0.3955
I: 19.44 -11.72 18.34  0.1850
C: 21.05 -10.73 17.43  -0.7033
C: 22.20 -10.51 18.23  -0.3893
C: 23.28 -9.78 17.83  -1.0843
I: 24.47 -8.88 19.38  0.1817
C: 23.42 -9.44 16.44  0.8789
C: 24.58 -8.97 15.86  -0.2860
C: 24.52 -8.49 14.56  -1.1437
C: 23.29 -8.49 13.90  0.0459
N: 22.18 -9.12 14.34  -0.2613
C: 22.27 -9.69 15.62  0.1415
C: 21.06 -10.26 16.12  0.5429
O: 19.97 -10.16 15.32  0.6289
H: 22.15 -10.91 19.22  0.4423
H: 25.43 -8.91 16.56  0.3646
H: 25.41 -8.15 14.02  0.4217
H: 23.24 -8.00 12.91  0.4576
C: 16.84 -2.76 10.08  -0.5428
C: 16.92 -4.00 9.45  -0.6245
C: 17.48 -5.07 10.15  -0.3236
C: 18.01 -4.86 11.45  0.5944
C: 17.92 -3.59 12.06  -0.5722
C: 17.34 -2.58 11.36  -0.6173
P: 18.40 -6.31 12.41  0.7638
C: 19.54 -5.84 13.75  0.9460
C: 19.55 -6.57 15.03  -0.4871
C: 20.67 -6.30 15.94  -0.6274
C: 21.59 -5.32 15.63  -0.9293
C: 21.42 -4.51 14.49  -0.6925
C: 20.40 -4.76 13.56  -0.6233
C: 19.62 -7.25 11.50  0.1792
C: 20.24 -6.64 10.37  -0.4588
C: 21.11 -7.45 9.60  -0.9770
C: 21.42 -8.75 9.95  -0.8303
C: 20.87 -9.30 11.11  -0.6792
C: 20.08 -8.54 11.93  1.8291
H: 16.27 -1.94 9.56  0.3421
H: 16.56 -4.17 8.42  0.3912
H: 17.56 -6.09 9.70  0.3861
H: 18.22 -3.51 13.12  0.4018
H: 17.29 -1.56 11.87  0.3126
H: 18.60 -6.80 15.54  0.5744
H: 20.79 -6.86 16.84  0.6698
H: 22.52 -5.21 16.17  0.4867
H: 22.10 -3.69 14.26  0.4268
H: 20.31 -4.20 12.63  0.5411
H: 20.05 -5.62 10.09  0.5775
H: 21.57 -7.04 8.68  0.3830
H: 22.17 -9.41 9.47  0.4615
H: 21.15 -10.34 11.28  0.4587
C: 15.93 -10.71 11.38  -1.5254
P: 17.70 -10.42 12.03  0.1756
C: 17.45 -10.40 13.82  1.5939
C: 17.25 -11.63 14.48  -0.9438
C: 16.87 -11.61 15.82  -1.4756
C: 16.66 -10.43 16.52  -1.3960
C: 16.85 -9.23 15.87  -0.3057
C: 17.23 -9.14 14.55  -0.5927
C: 18.53 -11.90 11.48  1.3635
C: 19.23 -12.81 12.29  -0.3123
C: 19.84 -13.91 11.68  -0.8347
C: 19.93 -14.05 10.29  -0.7345
C: 19.32 -13.10 9.49  -0.9373
C: 18.56 -12.08 10.07  -0.7475
P: 15.45 -12.23 10.40  0.0461
C: 15.63 -13.50 11.73  0.5696
C: 14.96 -13.44 12.98  -0.2657
C: 15.00 -14.51 13.86  -0.6855
C: 15.78 -15.64 13.54  -0.5250
C: 16.52 -15.68 12.37  -0.6321
C: 16.45 -14.62 11.46  -0.5260
C: 13.65 -11.95 10.36  0.9853
C: 13.26 -10.65 9.99  -0.5696
C: 11.90 -10.39 9.81  -0.5417
C: 10.96 -11.38 9.97  -0.5539
C: 11.37 -12.64 10.41  -0.5977
C: 12.71 -12.94 10.64  -0.4526
H: 15.74 -9.84 10.73  0.5863
H: 15.25 -10.53 12.24  0.6285
H: 17.31 -12.53 13.95  0.7388
H: 16.77 -12.55 16.36  0.6351
H: 16.42 -10.43 17.59  0.5514
H: 16.62 -8.29 16.39  0.4954
H: 17.21 -8.18 14.03  0.9363
H: 19.30 -12.68 13.39  0.3031
H: 20.30 -14.66 12.32  0.4734
H: 20.43 -14.94 9.88  0.3788
H: 19.43 -13.06 8.42  0.5001
H: 17.98 -11.40 9.43  0.3683
H: 14.29 -12.60 13.15  0.4375
H: 14.45 -14.45 14.81  0.4877
H: 15.81 -16.49 14.25  0.3537
H: 17.24 -16.48 12.26  0.4389
H: 17.00 -14.64 10.53  0.5162
H: 14.01 -9.86 9.83  0.2325
H: 11.58 -9.37 9.54  0.3541
H: 9.89 -11.22 9.78  0.3828
H: 10.66 -13.42 10.64  0.3987
H: 12.99 -13.90 11.00  0.4555

No. 3
C36H38BrIKN7O3S2 | the ωB97M-V functional and the def2-TZVPD basis

- ΔE to the lowest compared entry with this formula, charge and spin: 82.4 kJ/mol
- LUMO: 0.0093 Eh
- E_HOMO: -6.92 eV
- Kohn-Sham gap: 7.170 eV

Last column: Mulliken charge in e.
Geometry (Å):
K: 0.17 -0.82 -0.51  1.0062
C: -0.58 0.98 6.12  -1.5743
C: -0.20 0.05 5.00  1.0224
C: -0.80 -1.21 4.88  -0.4387
C: -0.47 -2.07 3.85  -0.9343
C: 0.46 -1.67 2.89  -0.0070
C: 1.09 -0.44 3.01  -0.3096
C: 0.76 0.41 4.06  -0.6027
S: 0.80 -2.78 1.56  1.1632
O: -0.39 -2.73 0.69  -0.7961
O: 1.05 -4.07 2.16  -0.7949
N: 1.96 -2.05 0.81  -0.0970
C: 2.81 -2.70 -0.07  0.2399
C: 3.13 -4.05 -0.03  -0.6147
C: 4.01 -4.63 -0.96  -0.8412
C: 4.60 -3.90 -1.95  -0.8972
C: 4.31 -2.52 -2.04  0.9534
C: 4.87 -1.70 -3.04  -0.8769
C: 4.57 -0.37 -3.09  -0.9638
C: 3.68 0.15 -2.12  -0.1689
N: 3.13 -0.57 -1.18  0.0687
C: 3.43 -1.90 -1.11  -0.0876
H: -0.53 0.47 7.08  0.4099
H: -1.61 1.33 5.99  0.2763
H: 0.08 1.85 6.16  0.3620
H: -1.54 -1.52 5.61  0.3871
H: -0.94 -3.04 3.77  0.4802
H: 1.84 -0.17 2.27  0.4812
H: 1.25 1.37 4.14  0.2632
H: 2.69 -4.67 0.74  0.6146
H: 4.23 -5.69 -0.88  0.3855
H: 5.27 -4.35 -2.67  0.3780
H: 5.54 -2.14 -3.77  0.3915
H: 4.98 0.28 -3.85  0.4714
H: 3.42 1.21 -2.15  0.5006
N: -1.43 2.25 2.06  0.0362
C: -2.24 1.18 2.29  0.0641
N: -2.11 0.01 1.76  0.6186
C: -3.12 -0.85 2.23  0.0256
C: -3.26 -2.20 1.91  -0.4984
C: -4.33 -2.91 2.43  -0.9188
C: -5.27 -2.30 3.26  -0.6588
C: -5.14 -0.96 3.60  -0.6248
C: -4.06 -0.26 3.09  0.7687
S: -3.64 1.41 3.35  -0.3860
H: -0.50 2.09 1.69  -0.0829
H: -1.51 3.04 2.68  0.2736
H: -2.50 -2.67 1.30  0.4660
H: -4.43 -3.96 2.19  0.4059
H: -6.10 -2.87 3.65  0.3971
H: -5.86 -0.48 4.26  0.4318
C: -1.73 2.99 -1.06  -1.0806
N: -2.86 2.08 -1.17  0.5946
C: -4.11 2.73 -1.55  -1.2102
C: -2.62 0.76 -1.38  0.3130
O: -1.46 0.34 -1.59  -0.4476
N: -3.69 -0.10 -1.41  0.2033
C: -4.85 0.06 -0.53  -1.3491
C: -3.46 -1.46 -1.88  -0.7521
H: -1.47 3.43 -2.03  0.3902
H: -0.86 2.46 -0.68  0.1724
H: -1.98 3.79 -0.36  0.3659
H: -3.89 3.55 -2.25  0.3676
H: -4.63 3.16 -0.69  0.2926
H: -4.78 2.04 -2.06  0.4033
H: -4.73 0.93 0.12  0.3415
H: -4.94 -0.82 0.11  0.4507
H: -5.77 0.16 -1.10  0.3629
H: -2.71 -1.45 -2.67  0.2166
H: -4.39 -1.85 -2.29  0.3762
H: -3.12 -2.12 -1.08  0.1448
C: 4.01 1.64 1.15  -0.9601
C: 2.59 1.98 1.04  0.3848
N: 1.47 2.25 0.96  -0.4496
H: 4.29 1.01 0.31  0.1169
H: 4.18 1.08 2.07  0.3286
H: 4.61 2.55 1.16  0.4127
Br: 2.58 3.86 -2.43  -0.1313
C: 2.79 3.15 -4.18  0.4519
C: 3.80 3.70 -4.97  -0.4717
C: 4.02 3.22 -6.25  -0.5334
C: 3.23 2.20 -6.75  -0.6379
C: 2.23 1.65 -5.96  -0.5507
C: 1.99 2.12 -4.68  0.1022
I: 0.48 1.24 -3.54  0.0568
H: 4.41 4.50 -4.56  0.4010
H: 4.80 3.65 -6.85  0.3810
H: 3.39 1.82 -7.75  0.3837
H: 1.62 0.84 -6.35  0.3907

| no. | F_max (eV Å⁻¹) | E (Ha) |
| --- | --- | --- |
| 1 | 0.704 | -1799.05705 |
| 2 | 2.961 | -3801.45011 |
| 3 | 1.754 | -6271.76655 |